(1)
C9H14OS3 | ωB97M-V/def2-TZVPD

Output
largest force on an atom = 5.541 eV/A
total charge = 0
gap between HOMO and LUMO = 0.3286 Eh
ΔE to the lowest compared entry with this formula, charge and spin = 218.8 kJ/mol
spin multiplicity = 1

Each line ends with the Mulliken charge.
Element x y z (Å)
O  -2.2966  2.2944  0.3907  -0.64
S  1.7435  -1.9195  -1.7736  -0.08
S  1.3876  -3.9088  -1.6495  -0.08
C  -2.0565  -3.9326  -0.9639  -0.74
C  1.6197  3.8258  2.8705  -0.72
C  -1.2616  -3.5513  -2.0302  -0.22
C  1.2222  3.8664  1.6488  -0.05
C  0.7950  -0.9187  -0.6690  -0.55
C  0.8212  0.4466  -0.4279  -0.07
S  -0.8781  2.6022  0.0460  0.43
C  -0.1376  -4.3923  -2.5912  -0.62
C  -0.2462  3.7147  1.3412  -0.84
C  -0.0130  1.0305  0.5720  -0.52
H  -2.7072  -3.1501  -0.6304  0.29
H  -1.8855  -4.7932  -0.3300  0.27
H  0.9316  3.6175  3.7233  0.21
H  2.6268  3.9491  3.1785  0.30
H  -1.4053  -2.5522  -2.3770  0.45
H  2.0103  4.0651  0.9131  0.29
H  0.1574  -1.5327  0.0324  0.21
H  1.5242  0.9850  -0.9172  0.42
H  -0.0503  -4.1431  -3.5962  0.32
H  -0.3417  -5.4901  -2.4893  0.35
H  -0.6376  4.6632  1.0824  0.50
H  -0.7467  3.5592  2.2303  0.41
H  -0.7273  0.3423  0.9226  0.37
H  0.5521  1.3223  1.4936  0.32

---

(2)
C11H25ClNO5PTa | ωB97M-V/def2-TZVPD

Output
largest force on an atom = 3.106 eV/A
total charge = -1
gap between HOMO and LUMO = 0.2496 Eh
spin multiplicity = 1

Each line ends with the Mulliken charge.
Element x y z (Å)
C  0.8010  -3.1471  2.3398  -1.00
C  1.6121  -2.5644  1.2162  0.57
O  2.2811  -3.2156  0.4601  -0.57
N  1.5137  -1.1223  1.1972  0.03
C  2.7745  -0.5346  1.5673  0.35
C  3.9065  -0.7149  0.5752  -0.86
O  2.8972  0.0857  2.5961  -0.61
Ta  0.2276  -0.1106  -0.1749  1.22
C  1.4308  1.7945  -0.2480  -1.20
C  0.6567  3.0015  -0.8065  -0.84
C  -0.4754  3.5248  0.0615  -0.13
Cl  0.0549  3.8990  1.7418  -0.26
O  -1.1009  0.4475  1.1800  -0.60
C  -2.3174  -0.1736  1.4996  -0.70
C  -3.3138  -0.1693  0.3328  0.71
C  -4.7045  -0.5868  0.7912  -1.33
O  -3.3451  1.1403  -0.2312  -0.65
P  1.4469  -1.0406  -2.2748  0.10
C  0.3018  -0.7898  -3.6880  -0.92
O  2.6681  0.0496  -2.7012  -0.51
H  -0.2434  -2.8434  2.2335  0.07
H  1.1489  -2.7295  3.2886  0.29
H  0.8796  -4.2360  2.3473  0.37
H  4.8427  -0.9022  1.1065  0.32
H  4.0029  0.2300  0.0286  0.21
H  3.6936  -1.5020  -0.1425  0.28
H  -0.6340  -1.7571  -0.4143  -0.08
H  -0.9138  0.5336  -1.4563  -0.30
H  2.3394  1.6662  -0.8451  0.36
H  1.7653  2.0161  0.7774  0.69
H  0.1726  2.7167  -1.7505  0.20
H  1.3327  3.8383  -1.0354  0.43
H  -0.8642  4.4676  -0.3205  0.43
H  -1.2878  2.8014  0.1532  -0.09
H  -2.8091  0.3193  2.3535  0.41
H  -2.1257  -1.2210  1.7789  0.11
H  -2.9312  -0.8807  -0.4089  0.12
H  -4.7424  -0.8014  1.8658  0.33
H  -5.4024  0.2303  0.5934  0.31
H  -5.0686  -1.4767  0.2729  0.31
H  -2.9454  1.0969  -1.1069  0.29
H  0.7422  -1.1682  -4.6164  0.34
H  0.0029  0.2558  -3.8194  0.25
H  -0.6021  -1.3680  -3.4644  0.26
H  2.3315  0.9407  -2.8533  0.29

---

(3)
C43H50BrN4O8SiW | ωB97M-V/def2-TZVPD

Output
largest force on an atom = 3.098 eV/A
total charge = -1
⟨S²⟩ = 2.01
gap between HOMO and LUMO (spin up / spin down) = 0.2393 / 0.2526 Eh
ΔE to the lowest compared entry with this formula, charge and spin = 71.3 kJ/mol
spin multiplicity = 3

Each line ends with the Mulliken charge.
Element x y z (Å)
W  1.2977  -0.2630  -0.9539  3.69
C  -6.5962  1.0157  -3.3198  -1.74
C  -5.4742  1.8455  -3.9549  1.89
C  -5.8227  3.3386  -3.8351  -1.55
C  -5.3858  1.4788  -5.4394  -1.96
C  -4.1432  1.5989  -3.2416  -0.45
C  -2.9363  1.5997  -3.9005  -0.30
C  -1.7431  1.4089  -3.2133  0.39
Br  -0.2375  1.8449  -4.2944  -0.17
C  -1.6558  1.1080  -1.8248  0.61
O  -0.5466  0.7002  -1.2084  -0.10
C  -2.8956  1.3380  -1.1297  -1.21
C  -4.0653  1.5331  -1.8554  -0.67
C  -2.9723  1.5325  0.3900  2.75
C  -2.0862  2.7431  0.7338  -1.54
C  -4.3894  1.8443  0.8819  -2.49
C  -2.5087  0.2805  1.1142  -1.22
H  -7.5190  1.1362  -3.8949  0.46
H  -6.8066  1.3285  -2.2954  0.36
H  -6.3345  -0.0457  -3.3039  0.37
H  -6.7486  3.5670  -4.3758  0.45
H  -5.0184  3.9520  -4.2489  0.33
H  -5.9565  3.6206  -2.7874  0.31
H  -6.3757  1.5479  -5.8988  0.43
H  -5.0163  0.4576  -5.5698  0.41
H  -4.7223  2.1553  -5.9836  0.33
H  -2.8745  1.7849  -4.9646  0.23
H  -4.9829  1.6580  -1.3002  0.34
H  -2.3484  3.6004  0.1075  0.35
H  -1.0370  2.4992  0.5683  0.08
H  -2.2160  3.0332  1.7800  0.45
H  -4.7808  2.7720  0.4537  0.45
H  -4.3548  1.9693  1.9671  0.48
H  -5.0848  1.0289  0.6616  0.46
H  -1.4348  0.1769  1.0429  -0.51
H  -2.9836  -0.5999  0.6768  0.43
H  -2.7833  0.3175  2.1687  0.50
O  1.2322  -4.1964  0.1356  -0.74
C  1.1180  -3.1648  -0.4725  0.24
O  1.5499  -2.0053  -0.0736  -0.31
C  0.4607  -3.0343  -1.8045  0.47
C  -0.0785  -4.1046  -2.4776  -1.01
C  -0.5698  -3.9137  -3.7563  -0.43
C  -0.4429  -2.6546  -4.3088  -1.10
C  0.1078  -1.6341  -3.5563  0.07
N  0.4991  -1.7979  -2.2946  -0.26
H  -0.0759  -5.0626  -1.9720  0.56
H  -1.0143  -4.7251  -4.3203  0.45
H  -0.7507  -2.4511  -5.3251  0.48
H  0.2600  -0.6533  -3.9695  0.37
O  8.1195  1.2271  -1.6516  -0.73
C  7.6839  0.5818  -0.6798  0.43
O  8.2314  0.1409  0.3485  -0.71
C  6.1698  0.2669  -0.7653  0.17
C  5.5970  -0.6864  0.0475  -1.36
C  4.2399  -0.9519  -0.0391  -0.31
N  3.4354  -0.2931  -0.8700  -0.23
C  4.0074  0.5829  -1.7223  1.10
C  5.3386  0.8821  -1.7028  -1.10
C  3.0440  1.0741  -2.7531  -0.78
O  3.2471  1.9305  -3.5698  -0.66
O  1.8881  0.4455  -2.6467  -0.55
H  6.2285  -1.2166  0.7484  0.63
H  3.7655  -1.7132  0.5577  1.08
H  5.7448  1.5854  -2.4195  0.66
C  2.1871  2.0531  3.4822  -1.45
C  1.2304  0.8934  3.8107  2.33
C  -0.1942  1.4483  3.8232  -1.74
C  1.5451  0.3799  5.2267  -1.94
Si  1.3741  -0.4932  2.4873  -0.60
O  1.2089  0.2342  1.0242  -0.01
C  2.9554  -1.4686  2.8480  0.23
C  4.1627  -0.8519  3.1974  0.41
C  5.3080  -1.5856  3.4775  -0.94
C  5.2738  -2.9718  3.4072  -0.57
C  4.0913  -3.6091  3.0556  -0.97
C  2.9468  -2.8667  2.7862  0.25
C  0.0014  -1.7797  2.8189  0.96
C  -0.9165  -2.2032  1.8552  0.24
C  -1.8395  -3.2109  2.1039  -0.87
C  -1.8685  -3.8381  3.3402  -0.83
C  -0.9615  -3.4522  4.3173  -1.15
C  -0.0449  -2.4423  4.0537  -0.11
H  1.9347  2.9291  4.0934  0.49
H  2.1200  2.3484  2.4315  -0.13
H  3.2274  1.8032  3.6919  0.44
H  -0.2975  2.1908  4.6272  0.62
H  -0.9281  0.6578  3.9981  0.18
H  -0.4337  1.9334  2.8765  0.18
H  1.5772  1.2244  5.9282  0.54
H  2.5053  -0.1401  5.2795  0.26
H  0.7697  -0.3028  5.5809  0.39
H  4.2320  0.2284  3.2231  0.18
H  6.2282  -1.0735  3.7314  0.42
H  6.1669  -3.5501  3.6128  0.39
H  4.0541  -4.6897  2.9830  0.42
H  2.0471  -3.3887  2.4865  0.34
H  -0.9181  -1.7364  0.8858  0.04
H  -2.5321  -3.5128  1.3253  0.47
H  -2.5816  -4.6312  3.5351  0.39
H  -0.9588  -3.9460  5.2825  0.41
H  0.6765  -2.1878  4.8225  0.42
N  1.2536  3.2218  -1.4201  -0.93
N  1.7360  2.1866  -0.5292  0.23
H  0.3075  2.9386  -1.6501  0.15
H  1.7804  3.1423  -2.2816  0.44
H  1.3443  2.3974  0.3770  0.03
H  2.7330  2.3554  -0.4454  0.32

---

(4)
C6H5IN2O2S | ωB97M-V/def2-TZVPD

Output
largest force on an atom = 6.345 eV/A
total charge = 0
⟨S²⟩ = 2.01
gap between HOMO and LUMO (spin up / spin down) = 0.2526 / 0.2114 Eh
spin multiplicity = 3

Each line ends with the Mulliken charge.
Element x y z (Å)
C  -1.1089  0.3115  0.0124  -0.45
C  -0.2639  1.4379  0.0293  -0.50
C  -0.5759  -0.9715  -0.0216  -1.00
C  1.0969  1.3807  -0.1213  -0.74
C  0.8158  -1.0218  -0.2811  0.76
C  1.6188  0.1233  -0.3963  0.75
N  1.5986  -2.1763  -0.3772  -0.22
N  3.0122  -0.2414  -0.5367  -0.38
O  4.0952  -2.5456  -0.7279  -0.59
O  3.3582  -1.6939  1.4556  -0.52
S  3.1501  -1.7833  0.0767  0.96
I  4.5550  0.8648  0.0284  0.14
H  -2.2103  0.2891  0.2491  0.29
H  -0.8145  2.4211  0.1817  0.27
H  -1.0433  -1.8302  0.1045  0.51
H  1.6663  2.2041  -0.0214  0.50
H  1.1068  -2.9810  -0.1219  0.24

---

(5)
C20H20FeN13Te | ωB97M-V/def2-TZVPD

Output
largest force on an atom = 0.555 eV/A
total charge = 0
⟨S²⟩ = 0.76
gap between HOMO and LUMO (spin up / spin down) = 0.2601 / 0.2262 Eh
spin multiplicity = 2

Each line ends with the Mulliken charge.
Element x y z (Å)
Fe  0.9323  -0.2067  -0.0177  -0.15
N  2.6339  -3.0631  -0.6349  -0.09
C  1.9009  -3.0067  0.5322  0.57
N  1.7712  -4.0117  1.3803  -0.58
N  0.9679  -3.5273  2.3470  -0.65
N  0.6324  -2.3091  2.0957  -0.66
N  1.2255  -1.9325  0.9383  0.64
C  2.4078  -2.1964  -1.6852  0.37
N  2.9083  -2.3525  -2.9006  -0.56
N  2.4812  -1.2743  -3.5804  -0.67
N  1.7663  -0.5237  -2.8200  -0.43
N  1.6950  -1.0811  -1.5898  0.85
H  3.0386  -3.9540  -0.8694  0.29
N  2.8621  0.3139  0.6532  -0.12
C  2.7867  1.4542  1.5065  0.08
C  3.7987  2.3383  1.7350  -0.78
C  3.6153  3.4030  2.6475  -0.70
C  2.4400  3.5534  3.3221  -0.89
C  1.3581  2.6743  3.0682  0.53
C  0.0856  2.7949  3.6726  -0.66
C  -0.9162  1.9510  3.2965  -0.95
C  -0.6714  0.9989  2.2862  0.04
N  0.4965  0.8474  1.7172  0.43
C  1.5259  1.6455  2.1275  0.50
H  3.6797  0.2969  0.0541  0.29
H  2.8642  -0.5349  1.2169  0.37
H  4.7538  2.2081  1.2412  0.41
H  4.4329  4.0891  2.8229  0.40
H  2.3107  4.3524  4.0410  0.40
H  -0.0781  3.5614  4.4201  0.42
H  -1.9016  2.0135  3.7361  0.42
H  -1.4637  0.3553  1.9281  0.27
Te  0.8072  1.8767  -1.5215  0.39
C  -0.8415  1.6492  -2.7910  0.14
C  -2.0898  1.2919  -2.2909  -0.11
C  -3.1723  1.1729  -3.1509  -0.72
C  -3.0086  1.3909  -4.5115  -0.47
C  -1.7612  1.7386  -5.0114  -0.53
C  -0.6799  1.8784  -4.1540  -0.45
H  -2.2127  1.1062  -1.2310  0.49
H  -4.1464  0.9055  -2.7592  0.37
H  -3.8518  1.2886  -5.1823  0.38
H  -1.6281  1.9029  -6.0727  0.36
H  0.2921  2.1459  -4.5476  0.36
C  -2.7143  -3.4257  1.2628  -0.81
N  -2.8603  -2.3252  0.3095  0.04
C  -4.1757  -2.0244  -0.2339  -0.80
C  -1.8305  -1.5628  0.0389  0.63
N  -0.8994  -0.9360  -0.2200  -0.29
H  -3.0155  -4.3604  0.7890  0.32
H  -3.3412  -3.2460  2.1385  0.31
H  -1.6765  -3.4939  1.5837  0.21
H  -4.5799  -2.9087  -0.7279  0.33
H  -4.0937  -1.2238  -0.9653  0.15
H  -4.8603  -1.7182  0.5605  0.32

---

(6)
C3H10NO | ωB97M-V/def2-TZVPD

Output
largest force on an atom = 1.627 eV/A
total charge = +1
gap between HOMO and LUMO = 0.3274 Eh
ΔE to the lowest compared entry with this formula, charge and spin = 75.8 kJ/mol
spin multiplicity = 1

Each line ends with the Mulliken charge.
Element x y z (Å)
C  -1.1039  -2.6159  1.5866  -0.71
N  -1.8088  -1.2670  1.5951  -0.32
H  -1.2316  -3.0283  0.5888  0.32
H  -1.5243  -3.3035  2.3100  0.33
H  -0.0487  -2.4090  1.7300  0.32
H  -1.2264  -0.4844  1.2884  0.32
H  -2.7196  -1.2964  1.1357  0.36
H  -1.9912  -1.0998  2.5849  0.39
O  0.2492  1.3876  -1.0497  -0.49
C  1.0143  1.6831  -1.9329  0.18
C  2.1410  2.6289  -1.7514  -0.88
H  0.9032  1.1540  -2.8874  0.34
H  2.1212  3.0777  -0.7623  0.28
H  3.1169  2.1655  -1.9157  0.29
H  2.1088  3.4075  -2.5201  0.29

---

(7)
C4H7N3 | ωB97M-V/def2-TZVPD

Output
largest force on an atom = 0.273 eV/A
total charge = 0
gap between HOMO and LUMO = 0.3104 Eh
ΔE to the lowest compared entry with this formula, charge and spin = 132.2 kJ/mol
spin multiplicity = 1

Each line ends with the Mulliken charge.
Element x y z (Å)
C  -0.7277  0.4821  -1.6971  -0.83
N  -0.1486  1.9853  0.5871  -0.78
C  0.1059  0.7234  0.6145  0.55
N  -0.1387  -0.0488  -0.4990  0.26
N  0.3691  -1.3397  -0.3424  -0.43
C  0.7071  -1.4317  0.9958  -0.36
C  0.6363  -0.2276  1.5964  -0.53
H  -1.8001  0.6533  -1.5347  0.27
H  -0.2716  1.4532  -1.9168  0.32
H  -0.5862  -0.2033  -2.5349  0.32
H  0.1180  2.4148  1.4671  0.20
H  -0.1827  -2.0785  -0.7563  0.26
H  1.0034  -2.3883  1.4064  0.40
H  0.9158  0.0058  2.6139  0.33

---

(8)
C36H27Co2O7Si | ωB97M-V/def2-TZVPD

Output
largest force on an atom = 4.481 eV/A
total charge = -1
gap between HOMO and LUMO = 0.1221 Eh
ΔE to the lowest compared entry with this formula, charge and spin = 15.7 kJ/mol
spin multiplicity = 1

Each line ends with the Mulliken charge.
Element x y z (Å)
C  1.3171  0.7369  -1.8966  -1.77
C  0.6109  0.3449  -0.6683  1.02
C  0.6339  1.2034  0.5439  -0.26
O  0.5228  -0.9555  -0.4228  -0.15
Si  -0.5010  -2.2473  -0.7993  -0.33
C  -1.9998  -1.4529  -1.5044  0.72
C  -2.2944  -1.6132  -2.8646  -0.44
C  -3.4446  -1.0222  -3.4035  -0.68
C  -4.2816  -0.2556  -2.5866  -0.46
C  -3.9603  -0.0553  -1.2407  -0.77
C  -2.8099  -0.6427  -0.6989  -0.03
C  0.2059  -3.4787  -1.9930  -0.06
C  -0.4841  -4.6977  -2.1102  -0.19
C  -0.0531  -5.6831  -3.0075  -0.74
C  1.0871  -5.4493  -3.7897  -0.42
C  1.7845  -4.2392  -3.6668  -0.59
C  1.3546  -3.2585  -2.7595  -0.13
C  -0.7880  -3.1747  0.7686  0.43
C  -2.0621  -3.6798  1.0627  -0.03
C  -2.2574  -4.5144  2.1729  -0.69
C  -1.1740  -4.8377  3.0005  -0.37
C  0.0976  -4.3246  2.7162  -0.73
C  0.2902  -3.4869  1.6075  -0.31
H  1.4645  1.8236  -1.9169  0.40
H  2.3149  0.2387  -1.9039  0.29
H  0.7330  0.4618  -2.7933  0.17
H  0.2189  0.5434  1.3205  -0.02
H  1.7187  1.3810  0.7073  -0.42
H  -1.6154  -2.2004  -3.4911  0.34
H  -3.6770  -1.1825  -4.4571  0.39
H  -5.1999  0.1696  -2.9975  0.37
H  -4.6036  0.5408  -0.5921  0.42
H  -2.5321  -0.4704  0.3472  0.51
H  -1.3653  -4.8845  -1.4919  0.34
H  -0.6139  -6.6176  -3.0949  0.37
H  1.4161  -6.2075  -4.5077  0.34
H  2.6652  -4.0537  -4.2877  0.37
H  1.9120  -2.3268  -2.6470  0.35
H  -2.9056  -3.4391  0.4105  0.35
H  -3.2520  -4.9182  2.3739  0.37
H  -1.3248  -5.4956  3.8607  0.36
H  0.9458  -4.5881  3.3546  0.37
H  1.2849  -3.0946  1.3840  0.38
O  5.0241  2.7823  5.2821  -0.39
C  4.1242  3.1887  4.6854  0.59
Co  2.7289  3.7350  3.7602  0.21
C  3.1283  5.4263  4.0275  -0.13
O  3.4521  6.5098  4.2379  -0.41
C  3.5613  2.9208  2.4347  0.01
O  4.0997  2.3709  1.5690  -0.32
C  1.0226  4.0020  2.6103  0.32
C  0.3844  3.0984  1.8790  -1.66
C  -0.1234  2.4988  0.6404  2.52
C  -0.1461  3.3659  -0.6416  -0.96
C  0.5424  4.5765  -0.7612  -0.46
C  0.6257  5.2031  -2.0208  -0.54
C  -0.0152  4.6424  -3.1280  -0.54
C  -0.8338  3.5215  -2.9710  -0.52
C  -0.9215  2.9104  -1.7158  0.33
Co  0.6961  2.4603  3.5876  -0.14
C  1.7309  2.7024  5.1372  0.46
O  1.7386  2.4700  6.2891  -0.59
C  1.5869  0.9187  3.4052  0.18
O  2.2073  -0.0458  3.2976  -0.39
C  -0.8748  1.7859  4.0556  0.04
O  -1.9151  1.3053  4.2341  -0.40
H  0.7120  5.0554  2.6925  0.61
H  -1.1822  2.2434  0.8611  0.42
H  0.9884  5.0380  0.1212  0.37
H  1.1999  6.1241  -2.1190  0.39
H  0.1141  5.0778  -4.1241  0.34
H  -1.4136  3.1237  -3.8094  0.41
H  -1.6207  2.0921  -1.5545  0.18